[1]
DFT (ωB97M-V/def2-TZVPD) results for an isolated molecule of C3H7N3 at a distorted geometry.

CARTESIAN COORDINATES (ANGSTROEM)
N: 0.215228 0.930716 0.241441
N: -0.912075 -0.944697 -0.063505
N: -0.169190 1.397801 1.396317
C: 0.908122 -0.559943 -1.784174
C: -0.005583 -0.229471 -0.493236
C: -0.943105 0.743770 2.261901
H: -1.214801 -1.886109 -0.524262
H: 0.914813 0.331004 -2.567438
H: 1.989417 -0.826718 -1.502372
H: -1.158823 1.537091 3.098006
H: 1.166529 1.279436 0.060952
H: 0.341419 -1.407457 -2.272238
H: -1.131951 -0.365423 2.148607

Atomic forces in eV per Å
4.1 -0.2 -3.4
-3.3 -4.3 0.2
-3.2 -0.8 4.0
-0.7 1.4 -0.1
1.7 0.0 -1.1
2.0 2.3 -1.0
1.3 2.6 0.5
0.1 -1.7 1.8
-1.7 0.3 -0.4
0.1 -2.5 -1.1
-1.0 0.3 -0.3
1.1 0.8 0.5
-0.4 1.7 0.4

The HOMO-LUMO gap comes out at 9.1946 eV. The calculation puts the LUMO energy at 0.90 eV. The calculation puts the max |F| at 5.4 eV/A. As for the HOMO energy: -8.30 eV. The SMILES is [H]/N=C(\C)NN=C. The calculated total energy is -7691.856 eV.



[2]
DFT (ωB97M-V/def2-TZVPD) results for a structure of composition C4H9NO at a distorted geometry.

CARTESIAN COORDINATES (ANGSTROEM)
O: 0.348222 -1.220372 -0.658785
N: 2.544592 -0.880927 -0.299734
C: 1.193698 -0.723097 0.119505
C: -0.509233 -0.299536 1.679966
C: -1.508124 0.451210 0.972938
C: 0.882717 -0.206302 1.390004
H: -2.064135 2.427579 -5.046129
H: 1.734596 0.082226 1.980391
H: 2.629704 -1.781874 -0.747520
H: -1.305740 -0.670649 0.533549
H: -0.857107 -0.867771 2.555228
H: 3.206393 -0.824304 0.462456
H: -2.499889 2.756913 -4.523222
H: -1.358709 1.075200 0.104831
H: -2.436985 0.681704 1.476520

Atomic forces in eV per Å
-0.1 0.5 0.3
-0.5 0.3 1.0
0.3 -1.0 -2.2
1.8 3.2 1.9
0.0 -1.8 -0.1
-0.6 -0.4 -0.9
-0.3 0.2 0.4
-0.4 -0.8 1.2
0.0 0.1 -0.3
-1.2 0.0 -0.9
0.0 0.7 0.1
0.1 0.1 0.0
0.3 -0.2 -0.4
0.9 0.1 0.2
-0.3 -1.0 -0.1

The HOMO-LUMO gap comes out at 7.4816 eV. The calculation puts the LUMO energy at -0.19 eV. The calculation puts the max |F| at 4.2 eV/A. As for the HOMO energy: -7.67 eV. The calculated total energy is -7827.060 eV.



[3]
DFT (ωB97M-V/def2-TZVPD) results for an isolated molecule of C7H14BN at a distorted geometry.

CARTESIAN COORDINATES (ANGSTROEM)
N: 0.141302 -0.546653 1.509992
C: -0.423583 -1.148908 -1.999489
C: -0.819166 1.397467 -1.397178
C: -0.957582 -1.472395 1.542924
C: -0.863555 -0.036823 -0.923462
C: 1.104925 -0.336199 2.608928
C: 1.494997 1.782909 -0.989314
C: 0.257735 2.260229 -1.440012
B: 0.230812 -0.044854 0.270568
H: 1.441741 -1.271278 2.925324
H: 0.366362 -1.848171 -1.652373
H: 1.893417 0.218412 2.256858
H: -1.387188 -1.681372 -2.190494
H: -1.765434 -1.129421 0.991525
H: -0.683959 -2.480588 1.197339
H: 2.108422 1.036235 -1.499626
H: 0.623374 0.229275 3.367753
H: -1.711404 1.820655 -1.688609
H: -1.160583 -1.591030 2.563417
H: -0.024186 -0.710133 -2.990633
H: 2.055598 2.466365 -0.332324
H: -1.941437 -0.199240 -0.578527
H: 0.019392 3.285521 -1.552587

Atomic forces in eV per Å
1.2 0.5 -0.4
-0.7 0.7 -0.7
1.9 0.5 -0.6
1.7 -1.8 1.5
1.1 0.5 -0.2
-2.7 -0.6 -1.0
1.6 -1.9 2.7
-2.9 -2.9 0.5
0.7 2.8 -2.8
0.6 -1.5 0.9
-0.6 0.3 0.1
1.9 1.3 -1.0
1.1 -0.1 -0.3
-1.5 0.5 -0.6
0.1 0.2 -0.2
-0.3 0.4 -0.1
-0.4 0.2 1.0
-2.2 0.7 -0.6
-1.1 -0.3 1.6
-0.8 -0.4 1.7
0.1 -0.4 -0.5
1.4 -0.1 -0.6
0.1 1.0 -0.4

The HOMO-LUMO gap (spin up / spin down) comes out at 7.3747 / 7.3741 eV. The calculation puts the LUMO energy (spin up / spin down) at 0.61 / 0.61 eV. The calculation puts the max |F| at 4.1 eV/A. As for the HOMO energy (spin up / spin down): -6.77 / -6.77 eV. The calculated total energy is -9648.589 eV.



[4]
DFT (ωB97M-V/def2-TZVPD) results for an isolated molecule of C6H14O.

CARTESIAN COORDINATES (ANGSTROEM)
O: 1.581430 -1.303181 -0.583672
C: 0.231200 0.146649 0.741593
C: -1.393188 -1.110956 -0.871722
C: 1.270358 0.068883 -0.370143
C: -2.229849 0.703213 0.622682
C: -1.194343 -0.415565 0.478292
C: 2.530851 0.835403 0.023209
H: 2.964062 0.393408 0.927862
H: 2.313635 1.890356 0.220846
H: -1.230406 -0.408657 -1.699447
H: -2.110579 1.433410 -0.189128
H: 0.674662 -0.350507 1.613775
H: -2.425829 -1.472329 -0.949007
H: 0.850267 0.505983 -1.292109
H: 3.286448 0.789384 -0.770158
H: -2.119974 1.240537 1.571755
H: -3.250734 0.309167 0.569715
H: -1.396970 -1.160743 1.258574
H: 2.220074 -1.350844 -1.306238
H: 0.138175 1.208310 1.006626
H: -0.709289 -1.951924 -1.003307

Atomic forces in eV per Å
0.2 -0.1 -0.2
0.1 0.0 0.0
0.0 0.0 0.0
-0.1 0.3 0.1
-0.1 0.1 0.0
0.0 0.0 0.0
0.1 0.0 0.0
-0.1 0.1 -0.1
0.0 -0.1 -0.1
0.0 -0.1 0.1
0.0 -0.1 0.1
-0.1 0.1 -0.1
0.2 0.0 0.0
0.1 -0.1 0.1
-0.1 0.0 0.1
0.0 -0.1 -0.1
0.1 0.1 0.0
0.0 0.1 -0.1
-0.1 -0.1 0.1
0.0 -0.2 0.0
-0.1 0.1 0.0

The HOMO-LUMO gap comes out at 11.1481 eV. The calculation puts the LUMO energy at 0.97 eV. The calculation puts the max |F| at 0.3 eV/A. As for the HOMO energy: -10.18 eV. The SMILES is CC(C)C[C@@H](C)O. The calculated total energy is -8496.535 eV.



[5]
DFT (ωB97M-V/def2-TZVPD) results for a cluster of 2 separate species, C7H11NO2 in total at a distorted geometry.

CARTESIAN COORDINATES (ANGSTROEM)
O: 0.359695 -1.525996 1.553879
O: -0.538443 -1.929822 -0.385801
N: -2.496957 0.928423 -1.655124
C: -0.100071 1.730597 1.959269
C: -0.505731 -2.418296 -1.741418
C: 0.401712 -2.053581 0.476324
C: 1.957718 1.327488 0.341411
C: -1.517323 1.168870 -0.925894
C: -0.343037 1.112331 -0.387632
C: 0.485998 1.248925 0.656930
H: -0.190640 0.923810 2.647620
H: 0.045873 -3.377674 -1.715720
H: -1.524807 -2.564255 -2.087591
H: 2.679830 1.157103 1.175954
H: -3.483447 1.063816 -1.417545
H: 2.130276 2.386726 -0.019676
H: 0.023416 -1.644520 -2.437867
H: 2.251314 0.565897 -0.358197
H: 0.412177 2.566704 2.575666
H: 1.036905 -2.851360 0.224522
H: -1.084460 2.184813 1.520890

Atomic forces in eV per Å
0.4 0.2 -0.1
-2.8 1.4 -2.2
-0.7 -0.3 1.3
-1.2 2.2 -0.9
1.9 0.7 -0.2
-0.4 -0.4 2.0
0.6 1.2 0.8
0.4 -0.3 -1.3
-1.7 0.2 0.1
2.3 0.5 0.5
-0.7 -0.7 0.5
-0.2 0.4 -0.4
0.0 0.1 0.3
-1.0 0.2 -0.1
0.7 0.3 -0.7
0.4 -1.2 0.0
-0.9 -1.4 1.3
0.1 0.0 -0.8
-0.3 -1.1 -1.6
2.0 -1.1 -0.4
1.2 -0.8 2.0

The HOMO-LUMO gap (spin up / spin down) comes out at 6.5027 / 6.8076 eV. The expectation value of S² is 2.028. The calculation puts the LUMO energy (spin up / spin down) at 0.81 / -1.89 eV. The calculation puts the max |F| at 3.9 eV/A. Its multiplicity is 3. As for the HOMO energy (spin up / spin down): -5.70 / -8.70 eV. The calculated total energy is -13015.945 eV.



[6]
DFT (ωB97M-V/def2-TZVPD) results for a structure of composition C47H38BaBrCl4N6O4Te at a distorted geometry.

CARTESIAN COORDINATES (ANGSTROEM)
Ba: -0.689136 0.311930 -0.186450
Te: -1.896032 -2.693363 -1.324978
Br: -1.356836 -6.620843 3.222355
Cl: -6.226341 -0.014815 -0.806735
Cl: -6.348733 1.879448 1.561497
Cl: 0.721401 1.408322 -7.466931
Cl: -5.688870 2.931680 -1.060634
O: -1.031652 -0.855463 1.558032
O: -1.062339 2.282268 -1.478610
O: -1.161556 -0.339843 -2.245164
O: -3.124966 2.634526 6.151893
N: 1.571766 0.758231 -1.448171
N: 0.727603 -1.684023 -0.540018
N: -2.976172 1.033152 0.436338
N: -1.525334 1.197117 5.449609
N: -0.122972 2.429474 1.583607
N: -1.493705 3.476681 4.838952
C: 0.093434 -0.542132 5.136668
C: 1.585922 -1.653061 -1.565564
C: 3.884942 -0.628215 5.162022
C: 0.452962 3.566803 1.213772
C: -4.070083 1.356875 0.311956
C: 2.004036 -0.354087 -2.068330
C: 3.326145 -1.436267 -3.846565
C: -1.900590 -3.822259 3.453248
C: -0.823427 2.444982 -2.672962
C: 0.078820 -2.871673 -0.232998
C: -0.588273 1.448517 -3.674814
C: 0.892305 1.693005 5.462138
C: -0.232121 4.680508 3.200768
C: -0.741847 2.387746 2.754578
C: 0.423698 4.717384 1.985474
C: 2.830366 -0.272789 -3.231686
C: -4.806482 -5.508595 0.393423
C: -1.097047 -2.094605 1.899406
C: -0.757390 0.057962 -3.378579
C: 2.468580 -0.128641 5.213916
C: -2.109446 2.431090 5.509254
C: -0.822180 3.487339 3.611987
C: -4.385294 -6.776417 0.020614
C: -2.845719 -4.497700 -0.600647
C: -5.435879 1.676711 0.105871
C: 0.151147 0.908658 -5.899427
C: -0.447541 -0.871171 -4.416046
C: 2.644613 2.117618 -3.106053
C: 2.972310 -2.662615 -3.332100
C: 2.114396 -2.772046 -2.245242
C: -2.408965 -5.777647 -0.963987
C: -0.156149 1.843794 -4.954695
C: -4.055561 -4.376671 0.102898
C: 1.890410 1.933810 -1.943204
C: 1.395369 -1.000066 5.074302
C: -1.129156 -6.010003 -1.724735
C: -1.813065 -2.504231 3.049678
C: -3.170554 -6.894272 -0.634309
C: 2.192701 1.219246 5.407059
C: -0.503289 -3.129653 1.112326
C: -4.578245 -3.032370 0.523549
C: -0.174279 0.810192 5.322095
C: 3.106106 1.007804 -3.756552
C: -0.587115 -4.451096 1.536912
C: -1.265430 -4.786614 2.692554
C: 0.013431 -0.465225 -5.634319
C: -5.233093 -7.987977 0.293675
H: 4.499132 -0.137420 5.916927
H: -5.399944 -8.548541 -0.627617
H: -4.741194 -8.654640 1.004105
H: -0.736428 -5.071651 -2.116201
H: -2.339519 -1.726580 3.591465
H: -4.894882 -2.460331 -0.349212
H: 3.350115 -3.569396 -3.791490
H: 4.321554 -0.419095 4.184157
H: -0.049041 2.900337 -5.167153
H: -0.136967 -5.235876 0.942718
H: 0.894334 5.627086 1.639707
H: -1.200077 1.437318 2.994895
H: -0.723483 -1.242968 5.040018
H: 3.011556 1.917488 5.530095
H: 0.715824 2.742431 5.644699
H: 1.531567 2.801359 -1.405580
H: 1.878471 -3.769452 -1.903954
H: -0.374169 -6.463525 -1.077563
H: -1.306335 -6.689962 -2.559540
H: -0.582972 -1.919367 -4.182121
H: 3.686393 1.087801 -4.667834
H: 1.573981 -2.056281 4.921389
H: -1.877568 4.367018 5.117865
H: 2.830933 3.114645 -3.482638
H: -5.435511 -3.142361 1.189006
H: 0.950148 3.566078 0.255800
H: 0.270910 -1.187533 -6.396658
H: -5.752738 -5.392338 0.910348
H: -2.454876 -4.099869 4.340327
H: 0.549023 -3.786348 -0.600444
H: -2.143073 0.466515 5.769434
H: -6.201703 -7.701673 0.701669
H: -3.806442 -2.455781 1.034688
H: -0.755318 3.487330 -3.054140
H: -0.295552 5.561761 3.827692
H: 3.974940 -1.352196 -4.709248
H: 3.920603 -1.703628 5.324817
H: -2.813794 -7.878180 -0.921452

Atomic forces in eV per Å
2.5 2.4 1.4
-1.1 -1.3 -0.8
0.0 0.0 0.0
1.1 2.0 1.1
0.1 0.1 0.1
0.1 0.1 -0.2
0.2 0.2 0.1
-0.9 -2.5 3.9
-0.7 2.2 -1.7
-0.8 -0.6 -3.5
-0.1 0.0 -0.1
1.1 0.5 -0.3
1.5 -0.8 0.1
-2.7 1.0 0.8
-0.2 -0.2 -0.1
0.3 0.7 0.4
-0.1 0.1 0.2
-0.1 0.1 0.0
-0.1 -0.5 0.1
-0.1 0.1 -0.1
0.1 0.2 0.0
0.9 -0.5 0.0
0.5 -0.1 -0.6
0.1 -0.3 -0.2
0.1 -0.2 0.0
-0.1 0.6 -0.3
-0.2 -0.3 -0.2
-0.2 -0.4 0.0
0.0 0.0 0.0
0.0 -0.2 0.0
-0.2 -0.1 0.1
-0.1 0.0 0.0
-0.1 0.0 0.1
0.1 0.0 0.0
-0.1 -0.9 0.7
0.0 0.1 -0.5
0.0 0.0 0.0
0.1 0.1 0.1
0.1 0.1 -0.3
0.0 0.0 0.0
0.0 0.1 -0.1
-2.3 -1.9 -1.5
0.0 0.2 0.1
0.0 -0.2 -0.1
0.1 -0.1 -0.1
0.0 0.3 -0.1
-0.1 -0.1 0.1
0.1 0.0 0.0
0.0 0.0 0.0
0.2 0.1 0.0
0.3 -0.1 0.2
0.0 0.1 0.1
0.0 0.1 0.0
0.1 0.2 -0.2
-0.1 0.1 0.0
0.0 -0.1 0.0
0.4 0.1 0.7
-0.1 0.0 0.0
0.4 0.0 0.2
0.0 0.1 0.3
0.1 0.2 0.1
-0.1 -0.1 0.2
-0.1 0.1 0.2
0.1 0.0 0.0
0.0 0.0 0.0
0.0 -0.1 0.0
0.0 0.0 0.0
0.0 -0.1 0.0
0.0 0.0 0.1
0.0 0.1 0.0
0.0 0.0 0.0
0.1 0.0 0.0
0.1 0.0 -0.1
0.0 0.0 0.0
0.0 0.0 0.0
0.0 -0.1 0.1
0.0 0.0 -0.1
0.0 0.0 0.0
0.0 0.0 0.0
0.0 0.0 0.0
-0.1 0.0 0.0
0.0 0.0 0.0
0.1 0.0 0.0
0.1 0.0 0.0
0.0 0.0 0.0
0.0 0.0 0.0
-0.1 -0.1 0.0
0.0 0.0 0.0
0.0 0.0 0.0
0.0 0.0 -0.1
0.0 0.0 0.0
0.0 0.0 0.0
0.0 0.0 0.0
-0.2 0.0 0.0
0.0 0.1 0.1
0.0 0.0 0.0
0.0 0.0 0.0
0.0 0.0 0.0
0.0 0.0 0.0
0.0 0.0 0.0
0.1 0.0 0.0
0.0 0.0 0.0

The HOMO-LUMO gap comes out at 3.8034 eV. The calculation puts the LUMO energy at 0.34 eV. The calculation puts the max |F| at 4.7 eV/A. Its charge is -1. As for the HOMO energy: -3.47 eV. The calculated total energy is -194607.514 eV.